No. 1
A molecular structure, C28H32BrEuP, computed with ωB97M-V/def2-TZVPD.

XYZ file:
```
63
Properties=species:S:1:pos:R:3:nbo_charge:R:1
Eu 0.03717 1.02171 0.03864 1.226
C 1.39005 3.28714 0.19718 -0.178
C 0.63170 3.21886 1.38117 -0.116
C 1.11495 2.13719 2.14175 -0.165
C 2.18929 1.55289 1.43914 -0.158
C 2.35142 2.25737 0.23450 -0.085
C 3.43367 2.06967 -0.78389 -0.640
C 3.02952 0.41286 1.93617 -0.627
C 0.64075 1.76247 3.51466 -0.627
C -0.40631 4.19053 1.85560 -0.630
C 1.29183 4.32905 -0.87672 -0.626
H 4.20093 2.84792 -0.71284 0.214
H 3.06241 2.10491 -1.81498 0.199
H 3.93923 1.10930 -0.67317 0.205
H 3.49017 0.63820 2.90251 0.218
H 3.84226 0.18275 1.24378 0.209
H 2.47268 -0.51965 2.07915 0.199
H 0.62999 2.62947 4.18184 0.217
H 1.29412 1.01509 3.96993 0.215
H -0.37189 1.34394 3.54681 0.207
H 0.01611 4.88795 2.58721 0.213
H -1.25575 3.70160 2.33954 0.213
H -0.82524 4.78813 1.04523 0.213
H 2.11600 5.04866 -0.82226 0.215
H 0.36569 4.90345 -0.80754 0.213
H 1.32475 3.90937 -1.88688 0.202
Br -2.16141 2.78187 -0.99037 0.094
C -3.63459 1.57455 -0.83670 -0.049
C -4.84724 2.10697 -1.14414 -0.262
C -5.99325 1.27915 -1.06600 -0.213
C -5.86257 -0.02796 -0.71005 -0.185
C -4.58871 -0.57864 -0.40707 -0.081
C -4.45436 -1.95444 -0.07083 -0.205
C -3.22617 -2.46361 0.22033 -0.218
C -2.08338 -1.61393 0.21408 -0.260
C -2.11094 -0.27462 -0.09913 -0.499
C -3.41484 0.22343 -0.43748 -0.021
H -4.93239 3.14040 -1.45018 0.224
H -6.96688 1.69268 -1.29739 0.215
H -6.73537 -0.66995 -0.65350 0.210
H -5.33902 -2.58344 -0.05566 0.204
H -3.12470 -3.51621 0.46727 0.205
H -1.13869 -2.08855 0.48676 0.180
C 3.16227 -1.36986 -2.03297 -0.924
P 1.47528 -1.34936 -1.31837 0.816
C 0.44860 -1.48117 -2.82141 -0.952
C 1.37229 -3.01553 -0.58963 -0.245
C 2.18792 -3.30082 0.50705 -0.242
C 2.13738 -4.53974 1.12725 -0.194
C 1.25471 -5.51127 0.67130 -0.208
C 0.43152 -5.23473 -0.40995 -0.204
C 0.49220 -3.99598 -1.03800 -0.235
H 3.89879 -1.34730 -1.22889 0.239
H 3.30456 -0.47165 -2.63667 0.239
H 3.32311 -2.25757 -2.64575 0.231
H 0.74432 -2.31729 -3.45829 0.232
H 0.55776 -0.55601 -3.39106 0.240
H -0.60259 -1.57040 -2.54535 0.262
H 2.86852 -2.54502 0.88675 0.214
H 2.78027 -4.74404 1.97408 0.216
H 1.20590 -6.47583 1.16125 0.217
H -0.26598 -5.98227 -0.76617 0.218
H -0.16784 -3.79268 -1.87166 0.219
```

Expectation value of S²   15.76
Highest occupied orbital energy (spin up / spin down)   -6.4447 / -7.2249 eV
Gap between HOMO and LUMO (spin up / spin down)   6.79 / 7.57 eV
Spin multiplicity   8
Energy relative to the best compared isomer or geometry (same formula, charge and spin)   12.8 kJ/mol



No. 2
A single C14H8N2O3S molecule, computed with ωB97M-V/def2-TZVPD.

XYZ file:
```
28
Properties=species:S:1:pos:R:3:nbo_charge:R:1
O 2.86789 -4.23726 1.96776 -0.550
C 1.81563 -3.67266 2.04503 0.665
N 1.02399 -3.89445 3.12003 -0.621
C 0.01813 -2.99211 3.15602 0.650
O -0.68381 -2.76919 4.14881 -0.568
C 0.14359 -2.15820 1.94908 -0.126
C -0.79293 -1.30660 1.39844 -0.192
C -0.35202 -0.67017 0.25371 0.195
C 0.88652 -0.82640 -0.32469 -0.114
C 1.66086 -1.90502 0.05216 -0.129
C 1.33736 -2.53488 1.20728 -0.146
C 0.96487 0.23364 -1.18415 -0.260
C -0.12426 1.09352 -1.15122 0.136
C -0.40355 2.36256 -1.87469 -0.192
C -1.36366 3.24782 -1.55813 -0.250
C -1.23758 4.39979 -2.37523 -0.260
C -0.31953 4.37084 -3.29036 -0.384
S 0.66986 2.96128 -3.19145 0.405
N -1.02253 0.34964 -0.43080 -0.056
O -2.21260 0.76468 0.06464 -0.548
H 1.42508 -4.27723 3.95257 0.430
H -1.66765 -1.08681 1.89980 0.243
H 2.63879 -2.06168 -0.50184 0.236
H 1.79222 0.52831 -1.86316 0.221
H -1.92353 3.02382 -0.64555 0.250
H -1.90886 5.22710 -2.32802 0.223
H -0.23053 5.21888 -4.00802 0.252
H -3.00177 0.61083 -0.48800 0.491
```

Highest occupied orbital energy   -8.1723 eV
Gap between HOMO and LUMO   7.82 eV
SMILES string   O=C1NC(=O)c2cc3c(cc21)cc(-c1cccs1)n3O
Energy relative to the best compared isomer or geometry (same formula, charge and spin)   0.0 kJ/mol



No. 3
7 unconnected molecules or ions with the total composition C22H38N4O3S3, computed with ωB97M-V/def2-TZVPD.

XYZ file:
```
70
Properties=species:S:1:pos:R:3:nbo_charge:R:1
C -1.69300 -20.09015 13.46831 -0.800
S -1.02074 -18.79070 12.27987 1.248
O -0.97138 -17.64403 13.19614 -1.007
C 0.71663 -19.38944 12.49662 -0.820
H -2.74843 -19.90997 13.70028 0.245
H -1.06514 -20.03906 14.35176 0.234
H -1.59663 -21.13843 13.15450 0.218
H 0.89762 -19.48172 13.55873 0.230
H 1.44427 -18.63089 12.24032 0.238
H 1.02083 -20.29705 11.96710 0.223
C -6.16182 -16.33309 10.75129 -0.828
S -5.68948 -16.13145 12.53359 1.260
O -6.23494 -17.30384 13.24369 -1.030
C -3.91062 -16.50600 12.45578 -0.820
H -5.97884 -17.38011 10.49693 0.217
H -5.49208 -15.80894 10.06417 0.250
H -7.22568 -16.24180 10.55951 0.242
H -3.39556 -16.42560 13.40722 0.249
H -3.38376 -15.79146 11.81336 0.239
H -3.77358 -17.52068 12.09179 0.225
C -9.67829 -17.26456 13.80854 -0.822
S -10.46079 -15.65310 14.38297 1.250
O -9.82842 -14.58391 13.61834 -0.986
C -12.06859 -15.93341 13.53658 -0.820
H -8.66093 -17.33980 14.19209 0.259
H -9.72873 -17.35771 12.72541 0.218
H -10.13028 -18.10938 14.30885 0.219
H -12.62397 -15.03727 13.72653 0.231
H -12.60521 -16.82134 13.85404 0.225
H -11.87885 -16.07684 12.47744 0.224
N -4.48717 -18.10775 15.71649 -0.530
C -3.07853 -17.89523 15.74533 -0.088
C -2.58365 -18.79365 16.63675 -0.300
C -3.62685 -19.68630 16.99074 -0.331
C -4.77574 -19.18809 16.48365 -0.060
H -5.14822 -17.66445 15.08372 0.440
H -2.65306 -17.08734 15.16627 0.221
H -1.57622 -18.83249 17.03089 0.217
H -3.55865 -20.56194 17.62691 0.216
H -5.78155 -19.54635 16.61026 0.206
N -1.48707 -15.07362 8.20306 -0.511
C -2.26384 -16.19026 8.18023 -0.074
C -1.85784 -17.02157 9.19085 -0.327
C -0.84298 -16.29481 9.91770 -0.306
C -0.64917 -15.09108 9.29958 -0.080
H -1.54346 -14.32945 7.53585 0.410
H -3.00576 -16.36981 7.40198 0.214
H -2.26194 -18.01588 9.32534 0.225
H -0.23378 -16.52192 10.77721 0.228
H 0.05908 -14.28684 9.40222 0.217
N -5.03259 -11.73751 11.66984 -0.516
C -4.33001 -12.92288 11.83176 -0.090
C -3.90456 -13.30521 10.61680 -0.278
C -4.29927 -12.27708 9.67337 -0.321
C -4.92060 -11.28961 10.36978 -0.067
H -5.58851 -11.34086 12.39246 0.412
H -4.13392 -13.40638 12.77410 0.216
H -3.29058 -14.17310 10.44673 0.211
H -4.06414 -12.31688 8.62544 0.214
H -5.36007 -10.36609 10.02487 0.216
N -8.74345 -18.11330 7.90917 -0.516
C -9.59617 -17.92357 6.82564 -0.080
C -8.78550 -17.67285 5.73137 -0.299
C -7.40971 -17.87913 6.15732 -0.312
C -7.43008 -18.05012 7.51875 -0.070
H -9.02202 -18.25138 8.86363 0.407
H -10.66217 -17.83598 6.93668 0.214
H -9.25318 -17.44206 4.78184 0.225
H -6.43523 -17.85930 5.69511 0.223
H -6.62949 -18.16287 8.23781 0.209
```

Highest occupied orbital energy   -7.9170 eV
Gap between HOMO and LUMO   8.38 eV
Energy relative to the best compared isomer or geometry (same formula, charge and spin)   111.8 kJ/mol



No. 4
A single C3H5BrF2 molecule, computed with ωB97M-V/def2-TZVPD.

XYZ file:
```
11
Properties=species:S:1:pos:R:3:nbo_charge:R:1
C 1.34786 -0.20852 0.06601 -0.669
C -0.16911 -0.51559 -0.07224 0.669
F -0.53018 -1.00352 -1.38943 -0.373
F -0.36619 -1.56508 0.73563 -0.331
C -0.99370 0.72950 0.16342 -0.506
Br -2.89367 0.62234 -0.30880 0.021
H 1.76511 -1.13214 0.53990 0.244
H 1.80083 -0.19207 -1.00705 0.240
H 1.53643 0.65393 0.57865 0.217
H -0.98465 1.15268 1.20389 0.249
H -0.51273 1.45846 -0.50997 0.237
```

Highest occupied orbital energy   -10.4429 eV
Gap between HOMO and LUMO   11.17 eV
SMILES string   CC(F)(F)CBr
Energy relative to the best compared isomer or geometry (same formula, charge and spin)   5.4 kJ/mol



No. 5
A gas-phase ion, C7H10F2O4P (charge +1), computed with ωB97M-V/def2-TZVPD.

XYZ file:
```
24
Properties=species:S:1:pos:R:3:nbo_charge:R:1
C -1.85590 -1.37048 -0.83832 0.664
C -2.51510 -0.95528 0.48549 0.684
C 0.13583 -0.05259 -0.49131 0.554
C 1.72308 1.90888 -0.30595 -0.579
C 1.28602 -1.93067 0.79371 -0.595
C 1.17025 0.84365 -1.20953 -0.490
C 0.45431 -0.61962 0.88513 -0.585
O -2.33749 -2.27943 -1.41526 -0.360
O -3.05518 -1.76515 1.14750 -0.377
O -0.74436 -0.69127 -1.23409 -0.494
O -2.38405 0.39038 0.85579 -0.799
F -1.94668 2.81124 0.76095 -0.497
F -1.78940 1.60423 -1.32504 -0.546
P -1.36407 1.50536 0.19787 2.000
H 0.79909 2.20509 0.16522 0.171
H 2.22692 2.71103 -0.77237 0.259
H 2.41970 1.45118 0.42569 0.226
H 1.56012 -2.17494 1.77636 0.248
H 2.13459 -1.92811 0.18610 0.227
H 0.69048 -2.66672 0.31165 0.217
H 1.85261 0.15323 -1.48302 0.264
H 0.67603 1.40090 -2.02733 0.262
H 1.18052 0.14265 1.40407 0.266
H -0.31734 -0.69356 1.70667 0.281
```

Highest occupied orbital energy   -15.6264 eV
Gap between HOMO and LUMO   9.32 eV
Charge   +1
Energy relative to the best compared isomer or geometry (same formula, charge and spin)   66.9 kJ/mol



No. 6
3 unconnected molecules or ions with the total composition C13H28B2NO11, computed with ωB97M-V/def2-TZVPD.

XYZ file:
```
55
Properties=species:S:1:pos:R:3:nbo_charge:R:1
C 1.88079 -1.13747 2.23058 -0.623
C 2.34114 -0.58396 0.74270 -0.825
B 1.59122 0.83825 0.30811 1.186
O 1.94349 2.16526 0.92461 -0.899
N 0.44228 0.90641 -0.72737 -0.722
C 0.88871 0.16939 -1.97068 -0.592
B -0.02971 0.53154 -3.32434 1.251
O -1.31695 -0.21245 -3.51344 -0.944
O 0.35658 1.54568 -4.33057 -0.946
C -0.71530 0.22550 -0.02473 -0.328
C -2.20267 0.81990 -0.44325 0.725
O -2.27678 2.15008 -0.65018 -0.728
O -3.41267 0.00301 -0.64766 -0.847
H 0.98945 -1.92838 2.17129 0.223
H 2.81841 -1.73830 2.65781 0.200
H 1.57168 -0.28488 2.98164 0.211
H 2.12327 -1.46990 -0.01161 0.235
H 3.51141 -0.40078 0.80785 0.222
H 2.31039 1.91937 1.82399 0.471
H 1.02318 -0.98899 -1.83931 0.182
H 1.97500 0.58995 -2.23109 0.192
H -1.15639 -1.00832 -4.11579 0.490
H 1.21332 1.28752 -4.78877 0.488
H -0.58753 0.47740 1.13493 0.203
H -0.66705 -0.96543 -0.08185 0.184
C 5.25434 3.81199 5.36188 -0.639
C 3.82747 3.69329 5.86944 -0.072
O 3.34690 2.35045 5.72786 -0.493
C 3.76184 1.47766 6.67894 0.985
O 4.48452 1.73818 7.62914 -0.650
O 3.25554 0.25531 6.38109 -0.493
C 3.68429 -0.77842 7.26435 -0.257
H 5.33402 3.42738 4.34027 0.215
H 5.58529 4.85423 5.37576 0.215
H 5.94301 3.22426 5.97651 0.220
H 3.17366 4.32962 5.26417 0.197
H 3.73821 4.03445 6.90756 0.193
H 3.49797 -0.51279 8.31001 0.195
H 4.74562 -0.99061 7.10285 0.186
H 3.11216 -1.68152 7.03339 0.198
C -4.33680 -0.93202 -3.62907 -0.654
C -5.34724 -2.06604 -3.65499 -0.073
O -6.09016 -2.05795 -4.88064 -0.500
C -5.45565 -2.59375 -5.95246 0.986
O -4.33505 -3.08086 -5.95637 -0.653
O -6.27082 -2.47448 -7.02971 -0.505
C -5.68795 -2.93004 -8.24845 -0.255
H -4.82561 0.02546 -3.83460 0.208
H -3.84162 -0.87618 -2.65559 0.298
H -3.56988 -1.06790 -4.39774 0.197
H -6.07026 -1.92547 -2.84491 0.192
H -4.86738 -3.03853 -3.49357 0.182
H -5.30276 -3.95013 -8.14990 0.192
H -4.89329 -2.24548 -8.56059 0.187
H -6.46563 -2.93056 -9.01753 0.186
```

Highest occupied orbital energy   -3.9971 eV
Gap between HOMO and LUMO   6.14 eV
Charge   -1